# 1
{
  "formula": "H3NO2S2",
  "method": "the ωB97M-V functional and the def2-TZVPD basis",
  "elements": ["N", "S", "S", "H", "H", "H", "O", "O"],
  "coordinates": [[0.00469, -0.86844, -0.66319], [-0.40462, 0.48644, -0.12913], [-3.02112, -0.53811, -0.16919], [-0.81262, -1.53821, -1.07509], [2.26709, 0.10471, 0.09480], [2.06626, 0.79433, 1.35118], [1.90569, 0.86761, 0.43669], [-2.00538, 0.69167, 0.15393]],
  "forces_ev_per_angstrom": [[-2.41, -2.15, -1.35], [-0.80, 1.05, 0.37], [-0.76, -0.63, -0.16], [1.97, 2.07, 1.39], [1.32, -2.74, -1.53], [0.24, 0.13, 1.90], [-0.35, 2.64, -0.21], [0.79, -0.39, -0.42]],
  "e_lumo_ev": [-0.7, -1.6],
  "e_homo_ev": [-8.9, -7.9]
}



# 2
{
  "formula": "C3HCl3O",
  "method": "the ωB97M-V functional and the def2-TZVPD basis",
  "elements": ["C", "Cl", "Cl", "Cl", "H", "C", "C", "O"],
  "coordinates": [[0.81112, -0.46913, 0.59762], [-0.20422, -1.38247, 1.52245], [1.84438, 1.45330, -0.87058], [-0.34549, 1.89178, 0.97398], [1.49843, -0.91980, -0.01118], [-2.61216, -0.95263, -1.58439], [0.81505, 0.81758, 0.36726], [-1.80711, -0.43862, -0.99516]],
  "forces_ev_per_angstrom": [[0.11, 1.00, -0.18], [-0.85, -0.64, 1.07], [0.11, 0.10, 0.21], [-0.22, 0.48, 0.41], [1.63, -1.92, -1.01], [-0.21, -0.12, -0.15], [-0.69, 0.97, -0.38], [0.11, 0.14, 0.02]],
  "e_lumo_ev": 0.7,
  "e_homo_ev": -9.5
}



# 3
{
  "formula": "C2H6ClO2P",
  "method": "the ωB97M-V functional and the def2-TZVPD basis",
  "elements": ["O", "H", "Cl", "H", "H", "C", "H", "H", "O", "P", "H", "C"],
  "coordinates": [[-1.37578, -0.42491, 0.61778], [-0.55544, 1.10595, -1.26736], [-2.16208, -2.36907, -1.54557], [-1.66922, -2.77569, 1.10100], [0.62770, -0.62827, 0.88941], [0.26328, 0.61103, -0.81385], [1.12975, 1.31283, -0.75245], [0.55413, -0.29433, -1.35752], [0.71224, -2.59230, -0.36752], [-1.18229, -2.01220, 0.00396], [-0.04845, 1.00775, 1.33214], [-0.13462, 0.19397, 0.58843]],
  "forces_ev_per_angstrom": [[-1.69, -3.55, -1.38], [-0.79, 0.60, -0.72], [-1.96, -0.23, -2.20], [-0.22, 0.30, -0.69], [-0.78, 1.63, -0.17], [1.21, 0.15, 0.85], [-0.59, -0.59, -0.19], [-0.02, 0.29, -0.13], [-6.74, 2.20, 1.43], [8.18, 0.03, 2.92], [-0.66, -0.39, -0.36], [4.06, -0.43, 0.66]],
  "e_lumo_ev": 0.4,
  "e_homo_ev": -9.4
}



Looking at energy relative to the best compared isomer or geometry (same formula, charge and spin) for the records above, in order, we have 189.5 75.3 434.4 kJ/mol.